Record 1
{
  "formula": "C32H45Br2N7O3SiTc",
  "method": "ωB97M-V/def2-TZVPD",
  "homo_energy_ev": [-13.49, -12.56],
  "total_charge": 2,
  "multiplicity": 4,
  "homo_lumo_gap_ev": [7.78, 6.69],
  "de_lowest_kcal_mol": 0.00,
  "species": ["Tc", "C", "C", "C", "O", "C", "O", "O", "H", "H", "H", "H", "H", "H", "H", "Br", "C", "C", "C", "N", "C", "C", "C", "C", "C", "Br", "C", "C", "N", "H", "H", "H", "H", "H", "H", "C", "C", "C", "C", "N", "N", "C", "H", "H", "H", "H", "H", "H", "H", "H", "C", "Si", "C", "C", "C", "C", "C", "C", "C", "H", "H", "H", "H", "H", "H", "H", "H", "H", "H", "H", "C", "N", "C", "C", "N", "N", "C", "C", "H", "H", "H", "H", "H", "H", "H", "H", "H", "H", "H", "H", "H"],
  "xyz": [[-1.1115, 0.0751, 0.4997], [2.4575, -3.7894, 0.4148], [1.1880, -3.1426, 0.9702], [0.8344, -3.7285, 2.3336], [0.1203, -3.2957, 0.0360], [1.4626, -1.6424, 1.0760], [1.8522, -1.1050, 2.0779], [1.3556, -0.9550, -0.0760], [2.2772, -4.8571, 0.2886], [3.2925, -3.6683, 1.1049], [2.7257, -3.3728, -0.5555], [1.0126, -4.8036, 2.3330], [-0.2160, -3.5573, 2.5568], [1.4406, -3.2856, 3.1193], [0.0311, -4.2398, -0.1414], [-5.4339, -4.7395, -1.3711], [-4.2065, -3.4174, -0.9016], [-3.5687, -2.6685, -1.8811], [-2.6850, -1.6887, -1.4804], [-2.4068, -1.4410, -0.1934], [-2.9979, -2.1961, 0.7557], [-3.9135, -3.1822, 0.4337], [-2.5398, -1.9431, 2.1372], [-3.0520, -2.6229, 3.2285], [-2.4960, -2.4068, 4.4808], [-3.1652, -3.3032, 5.9734], [-1.4277, -1.5306, 4.5980], [-0.9872, -0.8782, 3.4644], [-1.5318, -1.0491, 2.2558], [-3.7578, -2.8364, -2.9303], [-2.1776, -1.0751, -2.2090], [-4.3878, -3.7756, 1.1990], [-3.8663, -3.3197, 3.1174], [-0.9443, -1.3567, 5.5471], [-0.1497, -0.2027, 3.5094], [-0.6482, 1.6343, -4.8962], [-1.2485, 1.5686, -3.5377], [-2.4554, 2.0473, -3.0588], [-2.4938, 1.7102, -1.7037], [-1.3745, 1.0582, -1.3653], [-0.6305, 0.9807, -2.4983], [-3.5772, 1.9583, -0.7095], [-1.2953, 2.2089, -5.5543], [-0.5225, 0.6361, -5.3166], [0.3309, 2.1106, -4.8690], [-3.2018, 2.5788, -3.6187], [0.2655, 0.4984, -2.5013], [-4.0968, 2.8886, -0.9309], [-3.1758, 2.0216, 0.3049], [-4.3168, 1.1563, -0.7331], [4.2352, -1.0002, -0.3196], [2.6735, -0.1920, -0.8771], [2.7101, 1.6225, -0.4909], [2.2332, -0.4766, -2.6564], [1.4985, -1.6050, -3.0460], [1.2522, -1.8669, -4.3859], [1.7488, -1.0122, -5.3610], [2.4762, 0.1116, -4.9961], [2.7070, 0.3821, -3.6547], [5.0682, -0.5293, -0.8439], [4.2824, -2.0668, -0.5352], [4.3890, -0.8521, 0.7502], [3.5240, 2.0951, -1.0413], [2.9008, 1.7906, 0.5695], [1.7826, 2.1288, -0.7602], [1.1028, -2.2763, -2.2910], [0.6901, -2.7448, -4.6727], [1.5751, -1.2267, -6.4055], [2.8655, 0.7738, -5.7555], [3.2784, 1.2613, -3.3914], [1.8194, 1.9165, 3.7521], [1.2986, 2.9414, 2.8633], [2.0261, 4.2072, 2.8603], [0.3765, 2.6550, 1.9138], [0.2204, 1.4175, 1.4569], [-0.3665, 3.6784, 1.4394], [-0.7551, 4.8057, 2.2723], [-0.7230, 3.7962, 0.0403], [2.3567, 2.4098, 4.5586], [2.5085, 1.2271, 3.2554], [1.0007, 1.3597, 4.1988], [3.0890, 3.9932, 2.9706], [1.7160, 4.8614, 3.6755], [1.8819, 4.7181, 1.9120], [1.0298, 0.8532, 1.7195], [-0.6440, 4.5515, 3.3223], [-1.8058, 5.0247, 2.0796], [-0.1742, 5.7040, 2.0527], [-0.3438, 2.9429, -0.5122], [-0.2868, 4.7112, -0.3672], [-1.8044, 3.8533, -0.0824]],
  "mulliken_spin": [3.0852, -0.0018, 0.0048, 0.0044, -0.0030, 0.0104, -0.0005, -0.0041, 0.0001, -0.0002, -0.0005, -0.0003, -0.0012, 0.0000, -0.0012, 0.0036, 0.0180, -0.0087, 0.0416, -0.0890, 0.0112, -0.0075, -0.0039, 0.0144, -0.0100, -0.0013, 0.0063, -0.0058, -0.0276, 0.0001, 0.0049, -0.0006, 0.0001, 0.0007, -0.0086, -0.0004, 0.0289, 0.0013, 0.0182, -0.1828, 0.0210, 0.0552, -0.0001, 0.0015, 0.0014, 0.0007, 0.0028, 0.0020, -0.0096, 0.0041, 0.0024, 0.0269, -0.0010, -0.0021, -0.0030, 0.0018, 0.0000, 0.0001, -0.0005, 0.0000, 0.0000, -0.0001, 0.0000, -0.0023, 0.0022, -0.0020, 0.0000, 0.0000, 0.0000, 0.0000, 0.0045, 0.0141, -0.0012, 0.0363, -0.1325, 0.0264, -0.0007, 0.0190, 0.0003, -0.0003, -0.0016, 0.0011, 0.0004, 0.0005, 0.0307, 0.0006, -0.0006, 0.0007, 0.0054, 0.0004, 0.0000]
}


Record 2
{
  "formula": "C18H55N4O9",
  "method": "ωB97M-V/def2-TZVPD",
  "homo_energy_ev": [-1.70, -8.99],
  "multiplicity": 2,
  "homo_lumo_gap_ev": [1.69, 8.90],
  "species": ["N", "H", "H", "H", "H", "C", "C", "C", "O", "C", "N", "H", "H", "H", "H", "H", "H", "H", "H", "H", "H", "H", "C", "C", "C", "O", "C", "N", "H", "H", "H", "H", "H", "H", "H", "H", "H", "H", "H", "C", "C", "C", "O", "C", "N", "H", "H", "H", "H", "H", "H", "H", "H", "H", "H", "H", "C", "C", "O", "O", "H", "H", "H", "H", "H", "H", "C", "C", "O", "O", "H", "H", "H", "H", "H", "H", "C", "C", "O", "O", "H", "H", "H", "H", "H", "H"],
  "xyz": [[0.4571, 1.1428, -0.5423], [1.0640, 1.9476, -0.4782], [0.8003, 0.5919, -1.3162], [-0.4508, 1.4353, -0.8741], [0.4275, 0.6178, 0.3200], [-3.0266, -0.4029, -1.0295], [-2.4515, 0.3905, -2.1547], [-3.3229, 0.6069, -3.4206], [-4.5236, 1.3694, -3.1951], [-5.3161, 1.2720, -4.3344], [-2.0443, 1.6722, -1.6897], [-2.2502, -0.5499, -0.2787], [-3.3677, -1.3998, -1.3085], [-3.8236, 0.1384, -0.5196], [-1.5112, -0.1180, -2.3674], [-3.5742, -0.2811, -4.0007], [-2.6377, 1.0691, -4.1312], [-6.2600, 1.7754, -4.1257], [-5.6534, 0.2362, -4.3742], [-4.9235, 1.5653, -5.3080], [-1.9508, 2.1780, -2.5589], [-2.9928, 1.9233, -1.4501], [0.0020, -2.7227, -0.9775], [0.3013, -4.1929, -0.7303], [1.6995, -4.4808, -0.1528], [2.7985, -3.9473, -0.9576], [2.6488, -4.2639, -2.3965], [-0.7535, -4.6257, 0.2399], [0.2109, -2.1567, -0.0697], [-1.0110, -2.4946, -1.3090], [0.6184, -2.3200, -1.7813], [0.1396, -4.8007, -1.6205], [1.8425, -5.5574, -0.0594], [1.7685, -3.9781, 0.8119], [1.7077, -4.0433, -2.9002], [2.6710, -5.3475, -2.5121], [3.5474, -3.8856, -2.8839], [-0.8264, -3.8452, 0.8768], [-0.3315, -5.4296, 0.6823], [2.4721, 0.2416, 2.7678], [1.3280, -0.7011, 2.2907], [0.9118, -1.7129, 3.3696], [0.0297, -2.7339, 2.8652], [-0.3983, -3.5941, 3.9768], [0.1679, 0.0971, 1.8746], [3.3087, -0.3828, 3.0812], [2.1146, 0.7167, 3.6814], [2.9193, 0.9342, 2.0547], [1.5907, -1.2842, 1.4080], [0.6099, -1.2169, 4.2920], [1.8085, -2.2899, 3.5958], [0.5032, -4.0015, 4.4344], [-0.8488, -4.5142, 3.6045], [-1.0540, -3.1971, 4.7517], [-0.0978, 0.5334, 2.7458], [-0.5413, -0.6075, 1.7308], [2.8225, -0.2010, -2.8137], [3.5860, 0.9369, -2.0645], [3.3074, 0.8388, -0.7042], [1.4273, 0.1435, -2.8681], [3.0478, -1.1297, -2.2894], [3.2735, -0.2023, -3.8060], [3.4699, 1.9535, -2.4402], [4.6461, 0.7290, -2.2096], [3.4676, -0.0858, -0.5013], [1.0430, -0.5007, -3.4672], [-0.1576, 5.0795, -0.1197], [1.3400, 4.8477, 0.2587], [1.8362, 3.6285, -0.1560], [-0.2690, 5.4518, -1.4760], [-0.5259, 5.8579, 0.5486], [-0.7659, 4.2059, 0.1143], [1.4581, 4.9527, 1.3372], [1.7990, 5.7008, -0.2411], [2.7246, 3.5097, 0.1878], [-0.8962, 6.1785, -1.4617], [-1.2761, 2.7525, 2.8545], [-0.9125, 2.4905, 4.3409], [-0.6061, 1.1493, 4.5546], [-2.2948, 1.9686, 2.2921], [-0.3926, 2.5227, 2.2588], [-1.6439, 3.7773, 2.8036], [-1.7482, 2.7683, 4.9831], [-0.0292, 3.1276, 4.3860], [-0.2495, 1.0634, 5.4417], [-2.0073, 1.1094, 2.6094]],
  "mulliken_spin": [0.9785, -0.0581, -0.1753, -0.0027, -0.0786, 0.1569, -1.5922, 0.6049, -0.0737, -0.0222, 0.1412, 0.0054, 0.0289, 0.0123, 0.1617, 0.0808, 0.2402, -0.0046, 0.0081, -0.0062, 0.0054, 0.0330, -0.9549, 0.0270, -0.0186, -0.1875, 0.3948, -0.0300, 0.4621, 0.0934, 0.4534, 0.0639, -0.0066, 0.0400, -0.0688, -0.0091, 0.0056, -0.0141, 0.0084, 0.0509, -0.3497, 0.0996, -0.0113, 0.0047, 0.0163, -0.0128, -0.0003, 0.0452, 0.0749, 0.0203, -0.0141, -0.0009, -0.0001, 0.0007, 0.0406, 0.0019, 0.4797, 0.2227, -0.2674, -1.2036, -0.0095, 0.2473, 0.0645, -0.0297, 0.0854, 0.6979, 0.0511, 0.0924, -0.1525, -0.0351, 0.0085, 0.0105, -0.0096, 0.0228, 0.0356, 0.0036, -0.0121, 0.0421, -0.0421, 0.0123, 0.0093, -0.0001, 0.0046, -0.0066, 0.0093, -0.0003]
}


Record 3
{
  "formula": "C6H13N2",
  "method": "ωB97M-V/def2-TZVPD",
  "homo_energy_ev": [-13.24, -11.43],
  "total_charge": 1,
  "multiplicity": 1,
  "homo_lumo_gap_ev": [9.41, 6.52],
  "de_lowest_kcal_mol": 130.40,
  "species": ["C", "C", "C", "C", "C", "C", "N", "N", "H", "H", "H", "H", "H", "H", "H", "H", "H", "H", "H", "H", "H"],
  "xyz": [[0.7687, 1.4782, -0.5422], [-1.3477, 1.4108, 0.4672], [-1.5869, -0.0753, 0.3572], [1.2900, 0.1966, -0.0505], [2.1732, -0.6047, -0.9827], [1.5016, -0.1442, 1.3925], [-0.3764, 1.9971, -0.3841], [-2.3949, -0.6020, -0.7184], [1.4661, 2.1795, -0.9846], [-2.3997, 1.7971, 0.2659], [-0.9953, 1.5377, 1.5115], [-1.8527, -0.5252, 1.2655], [3.0626, 0.0203, -1.1509], [1.6696, -0.5849, -2.0878], [2.4862, -1.5215, -0.5809], [1.4731, -1.3606, 1.5137], [0.6977, 0.3543, 1.9639], [2.3730, 0.4671, 1.6361], [-2.0202, -1.4472, -1.0985], [-2.5038, 0.2089, -1.3897], [-3.3409, -0.8462, -0.4482]],
  "lowdin_charge": [-0.1507, -0.2422, -0.0821, -0.2741, -0.0564, -0.0611, 0.0360, 0.1869, 0.1314, 0.1403, 0.1294, 0.0980, 0.0964, 0.1437, 0.0531, 0.1593, 0.0617, 0.1005, 0.1606, 0.2008, 0.1683]
}


Record 4
{
  "formula": "C34H54O27",
  "method": "ωB97M-V/def2-TZVPD",
  "homo_energy_ev": -9.09,
  "multiplicity": 1,
  "homo_lumo_gap_ev": 8.91,
  "smiles": "C[C@H]1COC(=O)O1.C[C@H]1COC(=O)O1.C[C@H]1COC(=O)O1.C[C@H]1COC(=O)O1.C[C@H]1COC(=O)O1.C[C@H]1COC(=O)O1.C[C@H]1COC(=O)O1.COC(=O)OC.COC(=O)OC",
  "de_lowest_kcal_mol": 152.68,
  "species": ["C", "C", "C", "O", "C", "O", "O", "H", "H", "H", "H", "H", "H", "C", "C", "C", "O", "C", "O", "O", "H", "H", "H", "H", "H", "H", "C", "C", "C", "O", "C", "O", "O", "H", "H", "H", "H", "H", "H", "C", "C", "C", "O", "C", "O", "O", "H", "H", "H", "H", "H", "H", "C", "C", "C", "O", "C", "O", "O", "H", "H", "H", "H", "H", "H", "C", "C", "C", "O", "C", "O", "O", "H", "H", "H", "H", "H", "H", "C", "C", "C", "O", "C", "O", "O", "H", "H", "H", "H", "H", "H", "C", "O", "C", "O", "O", "C", "H", "H", "H", "H", "H", "H", "C", "O", "C", "O", "O", "C", "H", "H", "H", "H", "H", "H"],
  "xyz": [[15.0880, 0.3610, -12.1630], [16.4350, -0.0710, -11.7080], [17.4410, 0.0520, -12.8730], [18.4000, 0.9410, -12.4460], [18.2160, 1.2980, -11.1480], [19.0330, 1.9420, -10.4860], [17.0220, 0.7910, -10.7130], [14.6720, -0.2600, -12.9460], [15.1930, 1.3700, -12.6540], [14.3180, 0.5080, -11.4340], [16.3700, -1.1060, -11.2830], [16.9600, 0.3470, -13.8140], [17.9320, -0.9190, -13.2010], [18.0400, -6.7100, -4.6460], [19.2550, -6.9010, -5.6240], [18.8670, -6.9410, -7.0990], [19.7170, -5.9280, -7.7690], [20.3670, -5.2550, -6.7780], [21.0680, -4.2720, -6.9150], [20.0650, -5.7010, -5.5660], [17.3590, -5.9020, -4.9420], [18.3090, -6.6360, -3.5860], [17.3740, -7.5730, -4.6690], [19.9010, -7.7070, -5.3760], [17.9230, -6.6820, -7.2480], [19.0830, -7.8580, -7.6360], [18.3500, -3.6210, -9.9110], [17.9400, -2.9920, -8.5800], [16.6270, -2.0940, -8.7010], [16.0180, -2.4240, -7.5190], [16.4850, -3.5330, -7.0580], [16.0670, -4.1940, -6.1090], [17.5420, -3.9630, -7.6680], [17.4170, -4.0510, -10.2960], [18.9610, -4.4580, -9.8390], [18.6810, -2.8820, -10.7060], [18.8180, -2.5360, -8.0410], [16.0030, -2.4580, -9.5240], [16.5760, -1.0330, -8.7470], [18.7200, 3.6590, -1.9940], [19.3760, 2.3420, -1.6950], [19.9580, 1.6220, -2.9490], [21.3690, 1.7810, -2.8300], [21.6100, 2.3420, -1.6510], [22.7260, 2.4350, -1.1760], [20.4970, 2.6620, -0.9550], [18.3760, 4.0280, -1.0110], [17.8350, 3.3960, -2.6170], [19.3940, 4.3240, -2.4710], [18.7210, 1.6900, -1.1670], [19.5480, 2.0590, -3.9000], [19.5170, 0.6180, -2.8650], [21.3130, -0.8740, -5.8120], [20.7360, 0.4330, -6.4570], [20.4380, 0.3750, -7.9610], [19.0430, 0.0490, -8.0140], [18.4650, 0.3090, -6.8910], [17.2740, 0.3570, -6.6140], [19.4130, 0.5470, -5.9730], [20.6690, -1.7240, -5.9790], [21.4160, -0.8800, -4.7180], [22.2940, -1.2050, -6.1910], [21.3400, 1.3210, -6.2010], [21.0600, -0.2840, -8.5770], [20.4910, 1.3710, -8.3950], [18.8620, -3.3420, -4.3030], [18.1990, -2.0660, -3.9700], [16.6970, -2.1220, -3.8690], [16.2920, -1.4190, -2.7330], [17.3730, -1.1970, -2.0390], [17.4470, -0.7860, -0.8780], [18.4590, -1.5030, -2.7170], [18.7010, -4.1700, -3.5920], [19.9450, -3.1320, -4.3810], [18.5870, -3.7180, -5.2340], [18.3390, -1.3690, -4.7120], [16.3630, -3.1540, -3.8110], [16.2820, -1.6020, -4.7470], [14.2660, 0.8930, -8.2390], [14.1430, 2.2110, -7.5530], [13.4840, 3.3690, -8.3140], [12.4750, 3.7700, -7.3880], [12.3980, 3.0020, -6.2870], [11.6780, 3.1560, -5.3150], [13.2570, 2.0330, -6.4470], [14.9430, 0.2240, -7.6740], [14.8270, 1.0980, -9.1500], [13.3380, 0.4230, -8.4590], [15.0200, 2.5580, -7.0810], [13.0730, 3.0870, -9.3040], [14.3080, 4.1340, -8.4540], [20.9300, 4.7420, -4.8910], [20.3590, 4.6100, -6.2410], [19.1640, 4.0560, -6.4760], [18.3240, 3.5650, -5.4390], [18.7870, 4.0080, -7.7840], [17.4310, 3.5740, -8.0450], [20.9180, 3.8350, -4.3190], [20.5100, 5.3430, -4.1070], [21.9820, 5.0250, -5.0310], [17.5090, 3.3080, -9.1060], [16.6670, 4.3020, -7.9600], [17.1000, 2.6570, -7.4810], [11.1330, 0.3260, -3.4120], [12.3950, 0.1610, -3.9170], [13.3870, 0.9300, -3.5710], [13.3170, 1.9480, -2.5170], [14.5590, 0.6110, -4.1760], [15.6740, 1.4910, -3.9630], [10.7030, -0.7170, -3.3170], [10.4770, 0.8360, -4.1260], [10.9780, 0.8030, -2.4640], [16.5770, 1.0320, -4.2920], [15.8100, 1.8510, -2.9120], [15.5580, 2.4340, -4.5010]],
  "lowdin_charge": [-0.0315, -0.3092, -0.1338, 0.0790, -0.4633, 0.1253, 0.0586, 0.0948, 0.1181, 0.0650, 0.1423, 0.1311, 0.1512, -0.0056, -0.2289, -0.0320, 0.0507, -0.5694, 0.1179, 0.0611, 0.0650, 0.0868, 0.0826, 0.1388, 0.0753, 0.1382, 0.0045, -0.2674, -0.0818, 0.1096, -0.6082, 0.1120, 0.0970, 0.0881, 0.0478, 0.1103, 0.1620, 0.1296, 0.0944, -0.0028, -0.3343, -0.0798, 0.0754, -0.5535, 0.1274, 0.0982, 0.1044, 0.0917, 0.0577, 0.1367, 0.1110, 0.1191, 0.0060, -0.2524, -0.0433, 0.0729, -0.5836, 0.1178, 0.0439, 0.0464, 0.0904, 0.0953, 0.1609, 0.1494, 0.1226, 0.0058, -0.3226, -0.0945, 0.1188, -0.5811, 0.1148, 0.1071, 0.1064, 0.0991, 0.0451, 0.1035, 0.1336, 0.1344, 0.0066, -0.2998, -0.0653, 0.0720, -0.5518, 0.1497, 0.0824, 0.0809, 0.0686, 0.0936, 0.1149, 0.1385, 0.1381, 0.0057, 0.0136, -0.3627, -0.0695, 0.0023, -0.0308, 0.0555, 0.0849, 0.1093, 0.0832, 0.0742, 0.0862, -0.0777, 0.0185, -0.3698, -0.1028, -0.0176, -0.0469, 0.1143, 0.0956, 0.0907, 0.0599, 0.1066, 0.0948]
}


Number 1: electronic energy -200639.8073 eV. Number 2: electronic energy -43937.9626 eV. Number 3: electronic energy -9401.2128 eV. Number 4: electronic energy -91412.1791 eV.